Molecular formula: C4H6O
Method: DFT, wB97M-V/def2-TZVPD

Each line ends with the Mulliken charge.
Atoms and positions in Å:
C 0.571 0.578 -0.981  -0.472
C 0.630 -0.136 0.379  -0.425
C -0.665 0.115 1.105  -0.292
O -1.467 0.051 -0.082  -0.499
C -0.075 -0.725 -0.784  -0.062
H 1.387 0.822 -1.659  0.315
H -0.296 1.228 -0.970  0.200
H 1.523 -0.513 0.867  0.358
H -0.740 1.025 1.727  0.274
H -0.921 -0.751 1.723  0.257
H 0.054 -1.693 -1.325  0.347

## Properties
molecular weight	70.1	g/mol
SMILES	C1O[C@H]2C[C@@H]12
energy above the lowest of the compared OMol25 structures with the same formula, charge and spin	74.61	kcal/mol
total energy	-231.10482	Eh


Molecular formula: C3H7NO2S
Method: DFT, wB97M-V/def2-TZVPD

Each line ends with the Mulliken charge.
Atoms and positions in Å:
C -1.484 1.253 0.017  -0.461
C -0.931 -0.953 -0.333  -0.513
C 2.165 -0.527 -0.081  -0.123
H -0.378 1.353 -0.615  0.261
H -1.264 1.812 1.204  0.181
H -2.453 1.888 -0.446  0.225
H -0.458 -0.433 -1.139  0.624
H -1.275 -2.016 -0.559  0.233
H 1.263 0.095 1.416  0.245
H 1.957 -1.247 -0.872  0.260
N 1.047 -0.214 0.467  -0.060
O -1.885 -0.089 0.244  -0.337
O 0.076 -1.185 0.628  -0.246
S 3.621 0.263 0.067  -0.289

## Properties
molecular weight	121.2	g/mol
SMILES	COCONC=S
energy above the lowest of the compared OMol25 structures with the same formula, charge and spin	129.10	kcal/mol
total energy	-721.75691	Eh


Molecular formula: C5H13N
Method: DFT, wB97M-V/def2-TZVPD

Each line ends with the Mulliken charge.
Atoms and positions in Å:
C 1.803 -0.969 0.477  -0.329
C 2.155 0.454 0.886  -1.210
C 0.651 -0.981 -0.503  -0.673
N -0.757 -0.336 0.327  -0.571
C -1.374 0.414 -0.734  -0.165
C -2.650 1.012 -0.144  -1.302
H 2.664 -1.472 0.033  0.322
H 1.545 -1.494 1.390  0.265
H 2.925 0.513 1.651  0.360
H 1.307 0.944 1.353  0.323
H 2.437 1.066 0.023  0.308
H 0.490 -2.007 -0.838  0.370
H 0.738 -0.273 -1.319  0.427
H -0.505 -1.281 0.158  0.212
H -0.700 1.187 -1.120  0.345
H -1.679 -0.019 -1.698  0.313
H -3.289 0.136 0.014  0.294
H -2.558 1.436 0.858  0.344
H -3.201 1.670 -0.813  0.368

## Properties
molecular weight	87.2	g/mol
energy above the lowest of the compared OMol25 structures with the same formula, charge and spin	81.56	kcal/mol
total energy	-252.93312	Eh


Molecular formula: C4H9NO
Method: DFT, wB97M-V/def2-TZVPD

Each line ends with the Mulliken charge.
Atoms and positions in Å:
C -2.240 -0.427 0.247  -1.073
C -0.849 0.159 -0.345  -0.358
C 1.465 -0.497 0.013  0.754
C 1.999 0.895 0.068  -0.978
H -1.919 -0.538 1.281  0.361
H -3.127 0.291 0.016  0.313
H -2.531 -1.593 -0.298  0.238
H -0.685 1.205 0.198  0.278
H -1.113 0.388 -1.376  0.287
H 0.055 -1.633 -0.263  0.128
H 1.651 1.400 1.085  0.258
H 1.615 1.557 -0.754  0.278
H 3.130 1.041 0.168  0.274
N 0.229 -0.810 -0.031  -0.067
O 2.321 -1.438 -0.010  -0.694

## Properties
molecular weight	87.1	g/mol
SMILES	CCNC(C)=O
energy above the lowest of the compared OMol25 structures with the same formula, charge and spin	63.53	kcal/mol
total energy	-287.73121	Eh


Molecular formula: C6H15NO
Method: DFT, wB97M-V/def2-TZVPD

Each line ends with the Mulliken charge.
Atoms and positions in Å:
C 1.331 1.722 -0.032  0.047
C 2.651 2.202 -0.628  -1.141
C 1.379 0.587 1.096  0.328
O 0.493 -0.255 1.166  -0.570
N 2.466 0.364 1.846  -0.446
H 0.585 2.458 0.516  0.290
H 0.845 1.096 -0.725  0.106
H 2.353 2.917 -1.447  0.343
H 2.554 -0.505 2.398  0.261
H 3.435 0.739 1.688  0.219
H 3.272 1.249 -0.839  0.286
H 3.187 2.828 0.098  0.290
C -2.192 -1.055 0.084  -0.071
C -0.977 -1.651 -0.610  -0.903
C -3.467 -1.423 -0.778  -1.220
H -2.262 -1.296 1.172  0.306
H -2.126 0.060 0.100  0.155
H -1.407 -2.247 -1.382  0.522
H -0.409 -2.417 0.064  0.159
H -3.495 -0.708 -1.666  0.285
H -3.563 -2.455 -1.099  0.380
H -0.341 -0.942 -0.956  0.041
H -4.311 -1.265 -0.065  0.334

## Properties
molecular weight	117.2	g/mol
SMILES	CCC(N)=O.CCC
energy above the lowest of the compared OMol25 structures with the same formula, charge and spin	47.02	kcal/mol
total energy	-367.55637	Eh


Molecular formula: C35H40N3
Method: DFT, wB97M-V/def2-TZVPD

Each line ends with the Mulliken charge.
Atoms and positions in Å:
C 3.055 -0.644 3.199  -0.612
C 2.673 0.603 2.728  -0.734
C 1.325 0.813 2.385  -0.109
C 0.428 -0.272 2.253  0.235
C -0.918 -0.068 1.519  1.398
C -1.932 -0.978 2.031  -1.265
N -3.112 -0.653 2.584  0.444
C -3.943 -1.740 3.159  -0.589
C -5.437 -1.428 3.099  -0.680
C -5.767 -0.087 3.735  -0.680
C -4.846 1.040 3.231  -0.781
C -3.378 0.678 3.244  -0.446
C 0.838 -1.498 2.742  -0.336
C 2.147 -1.691 3.212  -0.914
H 4.117 -0.821 3.401  0.378
H 3.382 1.432 2.645  0.430
H 1.015 1.822 2.116  0.560
H -1.197 1.037 1.689  -0.104
H -1.767 -2.041 1.854  0.503
H -3.719 -2.651 2.584  0.395
H -3.645 -1.906 4.202  0.389
H -5.774 -1.443 2.054  0.297
H -5.970 -2.220 3.614  0.368
H -6.807 0.189 3.523  0.340
H -5.682 -0.144 4.830  0.318
H -5.127 1.316 2.207  0.317
H -4.975 1.940 3.831  0.396
H -3.019 0.620 4.284  0.342
H -2.771 1.455 2.763  0.299
H 0.144 -2.350 2.730  0.235
H 2.454 -2.660 3.593  0.415
C -4.211 -2.779 -2.471  -0.944
N -2.911 -2.161 -2.189  0.122
C -2.566 -1.533 -1.016  -1.372
C -1.354 -0.862 -1.173  -0.359
C -0.850 0.131 -0.233  1.080
C 0.591 0.514 -0.473  0.940
C 1.618 -0.386 -0.768  -0.750
C 2.859 0.080 -1.187  0.311
C 3.168 1.462 -1.119  0.242
N 4.428 1.933 -1.443  0.026
C 5.503 1.031 -1.703  -0.702
C 5.032 -0.193 -2.500  -0.809
C 3.872 -0.879 -1.784  -0.812
C 4.830 3.242 -1.024  -0.636
C 3.696 4.291 -1.171  -0.881
C 2.475 3.831 -0.429  -0.795
C 2.184 2.355 -0.613  0.811
C 0.921 1.881 -0.292  -1.615
C -0.881 -1.173 -2.526  0.754
C 0.050 -0.625 -3.433  -0.288
C 0.084 -1.052 -4.769  -1.000
C -0.866 -1.901 -5.319  -0.715
C -1.912 -2.342 -4.484  -0.970
C -1.880 -2.004 -3.136  0.025
H -4.201 -3.230 -3.471  0.304
H -4.431 -3.553 -1.729  0.318
H -5.012 -2.029 -2.433  0.327
H -3.253 -1.505 -0.142  0.752
H -1.520 1.074 -0.259  0.324
H 1.442 -1.464 -0.737  0.490
H 6.281 1.588 -2.254  0.425
H 5.967 0.696 -0.752  0.300
H 4.714 0.123 -3.503  0.306
H 5.883 -0.871 -2.630  0.380
H 4.273 -1.529 -0.990  0.288
H 3.376 -1.547 -2.495  0.293
H 5.167 3.236 0.046  0.258
H 5.711 3.550 -1.626  0.410
H 4.048 5.255 -0.784  0.388
H 3.465 4.412 -2.232  0.316
H 2.584 4.017 0.647  0.251
H 1.604 4.393 -0.753  0.397
H 0.183 2.578 0.091  0.454
H 0.702 0.136 -3.090  0.629
H 0.905 -0.686 -5.412  0.365
H -0.823 -2.181 -6.348  0.454
H -2.734 -2.975 -4.930  0.100

## Properties
molecular weight	502.7	g/mol
total charge	+1
SMILES	Cn1cc([C@H](c2cc3c4c(c2)CCCN4CCC3)[C@@H](C=[N+]2CCCCC2)c2ccccc2)c2ccccc21
energy above the lowest of the compared OMol25 structures with the same formula, charge and spin	0.00	kcal/mol
total energy	-1521.71450	Eh